Here is a 7-piece molecular cluster, C21H62N4O27P7 overall at a distorted geometry from the OMol25 dataset. Energies are from ωB97M-V with the def2-TZVPD basis set.

The geometry in XYZ format:
```
121
Properties=species:S:1:pos:R:3:forces:R:3
O 2.401 6.532 2.595 -1.0 -0.3 -0.4
P 3.048 7.111 3.745 1.2 -0.4 -1.5
O 2.999 8.743 3.719 -0.4 -0.9 1.2
O 4.617 6.745 3.723 -1.0 0.6 1.2
C 2.414 6.499 5.370 -0.2 1.3 0.0
N 0.977 6.300 5.399 0.3 -0.9 0.0
C 0.048 7.232 5.454 -0.1 -0.3 -0.2
N -1.281 6.993 5.518 0.1 -0.2 0.1
C -1.829 8.182 5.568 -0.3 0.0 -0.1
N -0.929 9.151 5.515 -0.4 0.6 0.1
N 0.283 8.550 5.453 0.4 0.2 0.0
H 3.236 9.056 4.604 0.4 0.5 -0.2
H 5.018 7.193 4.483 0.7 -0.2 -0.2
H 2.669 7.256 6.129 0.2 -0.4 0.2
H 2.910 5.557 5.592 0.0 0.1 0.0
H 0.644 5.341 5.413 -0.2 0.0 -0.1
H -2.879 8.423 5.644 0.0 -0.2 0.0
H -1.062 10.149 5.517 0.2 0.1 0.0
H 1.139 9.071 5.394 0.0 0.1 -0.2
C -1.157 3.280 3.690 -0.3 0.1 -0.5
O -0.850 3.109 5.081 1.3 0.6 3.4
P -1.442 1.741 5.853 -3.5 -3.6 -5.7
O -0.804 0.690 5.008 0.5 0.7 0.9
O -2.975 2.085 5.361 0.2 0.4 0.4
C -3.578 3.338 5.691 -0.2 -0.1 -0.1
O -1.989 0.789 7.099 2.3 2.2 1.5
C -3.083 -0.087 6.828 -0.7 -0.1 -0.1
H -0.221 3.476 3.165 0.1 -0.1 0.2
H -1.638 2.413 3.249 0.0 -0.1 0.1
H -1.805 4.151 3.578 -0.1 -0.1 0.1
H -3.968 3.781 4.775 0.0 0.0 0.0
H -2.867 4.032 6.141 0.0 0.0 0.0
H -4.406 3.170 6.380 0.0 0.0 0.0
H -3.004 -0.522 5.833 0.1 0.1 0.0
H -4.034 0.433 6.935 0.0 0.0 -0.1
H -3.040 -0.883 7.570 0.2 0.1 0.1
C -5.047 1.655 -1.806 -0.2 0.3 -0.4
O -3.955 0.894 -1.301 2.3 -2.8 0.7
P -2.670 1.726 -0.615 -3.7 7.1 -0.4
O -3.488 2.407 0.450 0.5 -1.0 0.4
O -2.521 2.651 -1.965 0.4 -0.5 0.0
C -2.229 2.022 -3.214 -0.1 0.1 -0.3
O -1.187 2.242 -0.039 0.5 -3.3 0.2
C -0.868 3.615 -0.174 0.2 0.5 -0.5
H -5.959 1.241 -1.377 0.1 -0.1 0.1
H -4.979 2.709 -1.555 0.1 0.0 0.1
H -5.088 1.538 -2.891 0.0 0.0 0.0
H -2.958 2.361 -3.951 0.0 0.0 0.0
H -2.280 0.939 -3.139 0.1 0.0 -0.1
H -1.233 2.314 -3.544 0.0 -0.1 0.1
H -1.742 4.246 0.000 -0.1 -0.1 0.0
H -0.446 3.832 -1.155 -0.1 0.0 0.0
H -0.113 3.845 0.579 0.0 -0.3 0.0
C 1.368 -1.703 -4.619 0.6 -0.2 0.0
O -0.031 -1.979 -4.546 -3.5 -0.8 -1.1
P -0.745 -2.042 -3.027 7.5 2.4 3.9
O -0.333 -0.636 -2.646 -1.4 0.1 -0.5
O 0.390 -3.150 -2.571 -0.6 -0.6 -0.2
C 0.455 -4.425 -3.224 0.1 0.0 0.1
O -1.589 -2.305 -1.597 -2.6 -0.3 -2.2
C -0.832 -2.453 -0.399 0.4 -0.5 0.3
H 1.512 -0.889 -5.329 -0.2 0.0 0.0
H 1.798 -1.423 -3.661 -0.1 0.0 0.0
H 1.880 -2.587 -5.002 0.0 0.0 0.0
H 1.481 -4.591 -3.549 0.0 0.0 0.0
H -0.200 -4.473 -4.095 0.1 0.0 -0.1
H 0.179 -5.209 -2.518 -0.1 0.0 0.0
H 0.021 -1.775 -0.384 0.0 0.0 -0.2
H -0.493 -3.480 -0.274 0.1 0.1 0.0
H -1.499 -2.209 0.429 -0.2 0.0 -0.2
C 2.092 -5.817 7.235 0.5 0.0 0.2
O 0.801 -5.365 6.832 -3.4 0.8 -0.4
P 0.726 -4.130 5.719 6.7 0.9 -1.8
O 1.454 -4.755 4.578 -0.9 -0.1 0.4
O 1.692 -3.149 6.628 -0.4 -0.2 0.2
C 1.336 -2.850 7.979 0.2 0.1 -0.1
O 0.018 -2.853 4.932 -2.5 -1.9 1.4
C 0.868 -1.787 4.513 0.6 0.5 0.1
H 2.110 -6.900 7.121 -0.1 0.0 -0.1
H 2.894 -5.381 6.646 -0.1 0.0 -0.1
H 2.238 -5.575 8.290 0.0 0.0 0.0
H 2.196 -3.058 8.615 0.0 0.0 0.0
H 0.493 -3.449 8.325 0.0 0.0 0.0
H 1.087 -1.791 8.061 -0.1 0.0 0.0
H 1.824 -2.162 4.149 -0.1 -0.2 0.1
H 1.026 -1.078 5.321 0.0 0.0 0.0
H 0.358 -1.269 3.704 -0.2 -0.2 0.1
C -4.351 -6.088 -7.148 -0.4 -0.4 -0.2
O -3.676 -5.648 -5.972 0.5 1.4 3.3
P -2.397 -6.576 -5.406 1.0 -4.4 -6.8
O -1.601 -6.454 -6.679 0.1 0.7 0.5
O -3.290 -7.956 -5.351 -0.1 0.6 0.7
C -4.431 -8.035 -4.490 -0.1 -0.2 -0.1
O -1.107 -7.251 -4.569 -0.8 2.4 2.2
C -0.732 -8.583 -4.898 -0.3 -0.7 0.1
H -4.390 -5.245 -7.837 0.1 0.1 0.1
H -3.854 -6.924 -7.632 0.1 0.0 0.1
H -5.373 -6.371 -6.887 0.0 0.0 0.0
H -5.281 -8.378 -5.079 0.0 0.0 0.0
H -4.680 -7.071 -4.047 0.0 0.0 0.0
H -4.238 -8.760 -3.699 0.0 0.0 0.0
H -0.813 -8.762 -5.970 -0.1 0.1 0.0
H -1.339 -9.305 -4.352 0.0 0.0 -0.1
H 0.306 -8.705 -4.592 0.0 0.3 0.1
C 4.180 0.993 -5.282 0.2 0.4 0.3
O 3.721 0.308 -6.443 -1.9 -1.4 -2.7
P 4.833 -0.214 -7.565 6.2 1.5 3.2
O 5.665 -1.111 -6.713 -0.9 -0.1 -0.5
O 5.499 1.286 -7.717 -0.6 -0.1 -0.1
C 4.676 2.402 -8.069 0.2 0.0 0.0
O 5.351 -0.698 -9.066 -3.4 -0.5 0.1
C 6.672 -0.333 -9.453 0.5 0.5 -0.2
H 3.732 0.510 -4.414 0.0 -0.1 -0.1
H 5.261 0.984 -5.176 0.0 -0.1 -0.1
H 3.826 2.025 -5.323 0.0 0.0 0.0
H 4.852 3.199 -7.346 0.0 0.0 0.0
H 3.616 2.150 -8.060 0.0 0.0 0.0
H 4.957 2.760 -9.060 0.0 0.0 0.0
H 7.363 -0.399 -8.614 -0.1 0.0 0.1
H 6.691 0.671 -9.875 0.0 0.0 0.1
H 6.980 -1.037 -10.225 -0.2 -0.1 0.1
```
Positions in Å, forces in eV/Å.

Computed properties:
- DFT total energy (eV) = -149032.0440
- total charge = +1

Here is a 3-piece molecular cluster, C21H63BClN7O6P5 overall at a distorted geometry from the OMol25 dataset. Energies are from ωB97M-V with the def2-TZVPD basis set.

The geometry in XYZ format:
```
104
Properties=species:S:1:pos:R:3:forces:R:3
C -0.109 -0.576 -0.551 0.3 -0.1 0.9
C 0.196 -2.069 0.083 0.1 0.4 -0.6
O 0.572 -3.016 -0.986 0.1 -0.1 2.4
C 1.323 -4.155 -0.359 1.3 2.2 1.4
P 1.028 -5.761 -1.377 1.0 1.9 0.8
Cl 1.572 -4.615 -3.112 0.1 1.3 -1.4
C 2.875 -6.334 -1.185 2.1 -0.6 0.2
O 3.552 -6.088 -2.472 2.3 -1.4 1.7
C 4.961 -6.519 -2.450 -0.6 -0.9 0.2
P 0.538 -7.390 -2.750 1.5 -3.0 -2.0
N 1.574 -8.631 -2.689 -0.8 -0.8 0.4
B -0.791 -5.104 -1.664 -2.8 1.9 -0.2
O -1.774 -4.891 -0.576 0.1 -1.1 -2.6
O -1.246 -4.836 -3.049 -1.6 -2.6 2.0
P 0.436 -6.802 0.406 -1.8 0.2 2.5
C 1.824 -7.026 1.696 0.2 -2.4 1.2
C 2.279 -8.635 1.626 0.2 -0.4 -0.4
C -0.629 -8.345 0.160 -0.6 -2.6 0.5
C -2.247 -8.038 -0.131 0.5 1.0 1.2
H -0.809 -0.022 0.233 1.3 -1.1 -1.9
H 0.903 0.049 -0.580 -2.2 -1.4 -0.2
H -0.609 -0.631 -1.617 1.0 0.1 2.3
H 1.130 -1.986 0.805 -2.1 -0.1 -1.1
H -0.767 -2.496 0.611 1.9 0.9 -0.8
H 2.447 -3.791 -0.350 -2.0 -0.8 0.0
H 0.991 -4.247 0.760 0.4 0.1 -1.9
H 3.465 -5.709 -0.372 -1.3 -0.9 -1.4
H 2.959 -7.462 -0.810 -0.2 2.2 -1.3
H 5.357 -6.457 -3.554 -0.8 -0.1 2.2
H 4.948 -7.655 -2.081 0.4 2.3 -0.8
H 5.640 -5.870 -1.721 -1.4 -1.2 -1.4
H -0.785 -7.939 -2.578 0.1 0.8 -0.1
H 0.584 -6.859 -4.107 -0.7 -0.2 0.9
H 1.109 -9.537 -2.473 0.4 1.0 -0.3
H -2.701 -5.034 -0.925 1.5 0.6 0.5
H -2.034 -5.471 -3.182 1.5 1.6 0.1
H 2.729 -6.291 1.600 -1.9 -1.5 -0.1
H 1.341 -6.906 2.778 1.1 0.1 -2.3
H 2.149 -9.048 0.522 0.3 0.9 2.2
H 3.400 -8.801 1.917 -2.1 0.3 -0.3
H 1.578 -9.318 2.307 1.6 1.6 -1.3
H -0.190 -9.157 -0.596 -1.0 1.7 1.4
H -0.644 -8.916 1.211 0.1 1.3 -2.1
H -2.918 -8.957 0.199 1.5 1.8 -1.0
H -2.504 -7.114 0.579 0.4 -2.0 -1.5
H -2.459 -7.671 -1.220 0.4 -1.0 2.0
O -2.998 1.775 -0.522 -1.2 2.0 -3.9
P -4.162 2.723 -0.144 1.2 -4.1 7.5
N -3.256 3.447 1.087 1.4 1.8 1.1
C -3.420 3.324 2.520 -0.5 0.1 0.0
C -2.057 4.188 0.716 0.2 -0.2 -0.5
N -5.134 1.452 0.498 -0.7 -0.8 -0.4
C -5.673 1.376 1.847 -0.7 0.4 0.0
C -4.873 0.089 0.023 0.3 0.1 -0.5
N -5.501 3.814 0.289 -0.1 0.9 -3.5
C -6.592 3.678 -0.704 -0.8 -0.4 -0.1
C -5.226 5.258 0.377 0.3 0.4 0.5
H -4.452 3.505 2.829 -0.1 -0.2 0.0
H -2.839 4.072 3.073 0.1 -0.1 -0.4
H -3.097 2.340 2.870 -0.1 -0.1 0.2
H -2.327 5.188 0.366 0.2 0.3 0.0
H -1.506 3.694 -0.091 -0.1 -0.1 0.0
H -1.348 4.307 1.543 -0.3 -0.1 -0.1
H -4.920 1.046 2.568 0.0 0.0 0.0
H -6.504 0.661 1.894 0.2 -0.1 -0.2
H -6.108 2.319 2.186 0.3 0.0 -0.1
H -3.992 -0.341 0.511 0.0 -0.1 -0.1
H -4.721 0.075 -1.063 0.2 0.0 0.4
H -5.725 -0.575 0.211 -0.1 0.3 0.2
H -6.265 4.019 -1.692 -0.2 0.2 0.0
H -7.473 4.254 -0.404 0.2 0.1 0.0
H -6.926 2.640 -0.806 0.3 0.1 0.2
H -4.734 5.628 -0.528 -0.1 0.2 0.1
H -4.609 5.510 1.243 0.1 -0.3 -0.2
H -6.154 5.826 0.523 0.0 -0.4 -0.3
O 1.259 5.862 1.540 -2.5 3.4 -1.7
P 2.240 6.623 0.616 5.4 -5.7 3.5
N 2.676 5.204 -0.194 0.0 -1.6 -1.8
C 3.927 4.476 -0.131 0.4 0.4 -0.1
C 1.651 4.503 -0.958 -0.6 0.2 0.2
N 3.357 6.950 1.889 0.1 0.7 0.9
C 4.762 6.576 1.921 0.5 0.6 -0.4
C 2.842 6.949 3.263 -0.5 0.1 -0.2
N 3.369 7.499 -0.446 -2.9 2.2 -0.7
C 3.225 8.957 -0.228 0.4 0.7 0.4
C 3.252 7.305 -1.902 0.2 -0.5 -0.4
H 4.786 5.130 -0.291 0.1 0.0 0.2
H 4.012 3.722 -0.924 -0.4 0.2 0.1
H 4.031 3.955 0.824 0.2 -0.1 0.1
H 1.515 4.983 -1.931 -0.1 -0.1 -0.3
H 0.684 4.515 -0.447 0.1 0.0 0.0
H 1.890 3.449 -1.139 0.1 0.3 0.2
H 4.896 5.525 2.192 0.0 0.0 0.0
H 5.307 7.175 2.661 -0.2 0.0 0.1
H 5.278 6.775 0.980 -0.3 -0.2 0.0
H 2.716 5.928 3.639 -0.1 0.0 0.1
H 1.880 7.472 3.321 0.2 -0.3 -0.1
H 3.512 7.483 3.946 0.2 -0.1 -0.3
H 2.231 9.301 -0.534 0.2 0.2 -0.2
H 3.982 9.516 -0.787 -0.1 -0.2 -0.1
H 3.359 9.229 0.824 -0.1 -0.3 -0.1
H 2.226 7.469 -2.246 0.1 0.0 -0.2
H 3.575 6.310 -2.215 -0.2 0.0 0.3
H 3.913 7.994 -2.444 -0.2 0.1 0.4
```
Positions in Å, forces in eV/Å.

Computed properties:
- DFT total energy (eV) = -105145.9367
- total charge = -1

Number 1: LUMO energy -3.68 eV. Number 2: LUMO energy 0.19 eV.